No. 1
Molecular formula: C5H12O
Method: DFT, ωB97M-V/def2-TZVPD

The gap between HOMO and LUMO is 9.99 eV. As for the LUMO energy: 0.034 hartree.

Cartesian coordinates (Å):
O: 1.969 1.716 -0.358
C: 0.601 -0.747 0.288
C: -0.627 -0.539 -0.591
C: 1.769 0.016 -0.425
C: -0.510 0.992 -0.861
C: -1.962 -1.012 0.023
H: -1.994 -2.099 0.204
H: 2.360 2.067 -1.192
H: 0.585 1.547 -0.767
H: 0.410 -0.333 1.283
H: -0.981 1.498 -0.014
H: -2.151 -0.515 0.983
H: 2.712 -0.155 0.044
H: -0.492 -1.119 -1.521
H: -1.011 1.267 -1.790
H: -2.806 -0.776 -0.638
H: 0.877 -1.814 0.463
H: 1.730 -0.263 -1.487


No. 2
Molecular formula: C38H35F5GeMnN7OSe
Method: DFT, ωB97M-V/def2-TZVPD

The gap between HOMO and LUMO (alpha / beta) is 5.58 / 6.76 eV. As for the LUMO energy (alpha / beta): -0.057 / -0.013 hartree. The spin multiplicity is 5. Its expectation value of S² is 6.469.

Cartesian coordinates (Å):
Se: 2.666 1.529 1.542
Ge: -0.684 -0.680 -2.171
Mn: -0.787 -0.565 0.414
F: 2.776 4.487 2.312
F: 3.365 5.692 4.608
F: 4.004 4.232 6.810
F: 4.048 1.513 6.646
F: 3.485 0.285 4.372
O: -1.087 1.328 0.152
N: -1.214 -2.689 0.730
N: -1.125 -0.451 2.554
N: -2.704 5.485 1.612
N: -0.549 2.717 1.869
N: 1.100 -1.540 1.348
N: -3.810 2.492 -1.595
N: -3.100 -0.649 0.760
C: 1.270 1.457 -6.886
C: -3.528 -2.047 0.945
C: -0.425 -4.615 -3.744
C: -2.400 0.572 4.255
C: -2.569 -0.473 -2.688
C: 0.117 0.210 -5.176
C: 1.124 -1.319 2.815
C: 3.437 1.632 4.371
C: -3.355 0.233 1.911
C: 0.792 0.930 -4.158
C: -2.266 0.109 2.960
C: 1.335 -2.621 -2.951
C: -0.040 -2.383 -2.883
C: 3.093 3.717 3.352
C: -0.910 -3.392 -3.297
C: 3.739 2.247 5.571
C: 1.287 1.419 -1.847
C: -2.318 3.284 0.340
C: 0.944 -4.845 -3.784
C: -2.563 4.504 1.019
C: 2.442 2.642 -3.561
C: 2.233 2.394 -2.238
C: 1.944 2.164 -5.931
C: 1.729 1.918 -4.553
C: -2.561 -3.020 0.271
C: -1.289 2.436 0.769
C: 1.209 -2.964 0.935
C: -1.304 0.475 5.102
C: 3.101 2.330 3.217
C: -0.128 -0.112 4.664
C: 3.393 4.361 4.538
C: -0.079 -0.589 3.363
C: 0.347 0.463 -6.499
C: -3.138 2.874 -0.735
C: 3.718 3.625 5.660
C: 0.571 0.696 -2.763
C: 1.825 -3.843 -3.394
C: -0.095 -3.544 0.340
H: 2.772 2.930 -1.466
H: -3.540 -2.252 2.019
H: 1.503 -3.563 1.796
H: -0.054 -3.571 -0.742
H: 1.135 1.280 -0.787
H: -1.370 0.859 6.112
H: 3.155 3.393 -3.880
H: -2.644 -0.484 -3.779
H: -4.330 0.043 2.367
H: -1.984 -3.227 -3.284
H: 0.423 2.382 1.781
H: 2.659 2.929 -6.214
H: 2.007 -3.064 0.202
H: -3.368 1.262 1.548
H: 2.008 -0.738 3.059
H: 0.739 -0.197 5.308
H: -0.183 -0.103 -7.256
H: -1.243 -2.643 1.742
H: -0.589 -0.568 -4.907
H: 1.441 1.655 -7.937
H: -0.234 -4.571 0.687
H: -1.115 -5.385 -4.068
H: -0.623 3.669 2.202
H: -2.590 -2.919 -0.814
H: -3.326 1.026 4.585
H: -4.543 -2.214 0.582
H: -3.526 -0.244 -0.064
H: 2.894 -4.010 -3.444
H: 2.033 -1.839 -2.663
H: -2.841 -4.049 0.514
H: -3.178 -1.297 -2.308
H: 1.199 -2.279 3.329
H: -2.968 0.483 -2.343
H: 1.886 -1.006 0.982
H: 1.325 -5.798 -4.131


No. 3
Molecular formula: C6H11N3O
Method: DFT, ωB97M-V/def2-TZVPD

The gap between HOMO and LUMO is 9.96 eV. As for the LUMO energy: 0.033 hartree.

Cartesian coordinates (Å):
O: 3.114 -1.568 -0.210
N: 3.153 0.580 0.419
N: 0.789 -0.447 -0.362
N: 0.704 1.780 0.478
C: 0.251 -1.794 -0.404
C: -2.010 1.051 -1.254
C: -2.317 -0.111 0.964
C: 2.524 -0.511 -0.061
C: -1.534 0.495 -0.145
C: 0.263 0.642 0.143
H: 4.162 0.627 0.360
H: -2.270 -1.203 0.942
H: -3.378 0.169 0.907
H: -0.071 -2.115 0.590
H: -1.957 0.232 1.939
H: 1.022 -2.485 -0.754
H: -1.360 1.437 -2.035
H: -0.032 2.488 0.512
H: -3.082 1.138 -1.433
H: -0.579 -1.837 -1.110
H: 2.610 1.432 0.515


No. 4
Molecular formula: C18H33Cl5Cs2F9LiNO11PSSi
Method: DFT, ωB97M-V/def2-TZVPD

The gap between HOMO and LUMO is 0.76 eV. As for the LUMO energy: -0.198 hartree.

Cartesian coordinates (Å):
Cs: 5.958 -0.687 -4.404
Cs: 6.376 4.820 -0.551
Cl: -3.078 -3.328 -1.456
Cl: -0.942 6.385 -1.714
Cl: -4.527 5.136 1.813
Cl: -5.523 -4.567 -2.451
Cl: -3.234 6.309 -0.522
S: 3.693 -2.703 -2.800
P: 6.076 3.569 2.726
Si: 2.274 0.495 0.587
F: 5.472 2.202 3.171
F: -4.601 -0.511 0.328
F: 4.678 3.892 3.333
F: -5.161 1.876 -0.159
F: 6.599 4.882 3.383
F: -4.626 1.047 2.138
F: 5.668 4.421 1.486
F: 6.667 2.835 1.484
F: 7.373 3.179 3.498
O: -7.618 -4.591 5.863
O: 0.707 4.349 0.676
O: 2.244 -2.710 -2.758
O: -9.467 -5.575 6.555
O: 2.850 3.286 0.955
O: 2.538 5.658 1.838
O: -7.709 -2.855 1.754
O: 4.490 -1.906 -1.892
O: -8.607 -5.833 4.454
O: -2.478 1.514 -0.936
O: -7.361 -2.627 3.918
N: -7.418 -2.197 2.760
C: 0.321 2.900 0.617
C: 2.093 4.557 1.209
C: -4.363 0.927 0.658
C: 5.343 -3.341 -4.723
C: 1.767 2.285 1.082
C: 2.485 0.275 -1.333
C: 3.890 -0.053 1.560
C: -7.105 -0.756 2.563
C: 4.867 -4.672 -4.140
C: -4.635 5.407 0.070
C: -4.841 -3.383 -1.329
C: -1.042 1.416 -1.281
C: 0.883 -0.735 1.227
C: -8.649 -5.390 5.626
C: 4.216 -2.352 -4.467
C: -2.724 1.181 0.476
C: -0.175 2.770 -0.941
C: 4.291 -4.386 -2.755
Li: 6.376 -3.300 -8.132
H: -2.206 0.197 0.850
H: -5.542 5.977 -0.146
H: 3.929 -1.237 1.659
H: 2.404 1.353 -1.815
H: 0.638 -1.578 0.437
H: -4.677 4.441 -0.438
H: -7.278 -4.724 4.955
H: -0.617 0.429 -0.817
H: -0.916 3.687 -1.129
H: 5.679 -5.404 -4.087
H: 1.187 -1.272 2.225
H: 5.059 -4.451 -1.980
H: 1.612 2.182 2.260
H: -5.245 -2.395 -1.565
H: 3.544 -0.231 -1.546
H: 4.532 -1.311 -4.549
H: -2.484 2.133 1.120
H: -0.457 2.845 1.490
H: -0.067 -0.050 1.404
H: 1.679 -0.479 -1.743
H: -7.193 -0.517 1.501
H: -7.824 -0.179 3.149
H: 5.572 -3.424 -5.789
H: 3.367 -2.542 -5.131
H: -5.116 -3.660 -0.309
H: 4.086 -5.093 -4.785
H: 3.463 -5.059 -2.517
H: 3.807 0.351 2.679
H: -1.000 1.284 -2.466
H: 6.253 -3.016 -4.205
H: 4.877 0.292 1.033
H: -6.084 -0.589 2.912
H: 0.701 2.921 -1.721